(1)
The following is a quantum chemistry calculation of a molecular structure, C26H48ClN6O5RbSi2 at a distorted geometry, from OMol25.

Properties
**Lowest unoccupied orbital energy**: 0.139 hartree
**DFT total energy**: -75850.413 eV
**Orbital gap**: 3.6 eV
**Charge**: -2

The geometry in XYZ format:
```
89
C26H48ClN6O5RbSi2 (the ωB97M-V functional and the def2-TZVPD basis)
Rb -0.314 1.019 0.188
N -0.485 -1.981 1.827
C 0.472 -3.066 1.763
C 1.606 -2.870 2.767
C 2.493 -1.662 2.471
C 3.237 -1.729 1.134
N 2.486 -1.009 0.114
H -1.092 -2.032 2.636
H -1.053 -1.952 0.992
H 0.883 -3.050 0.751
H 0.019 -4.063 1.912
H 2.212 -3.783 2.778
H 1.184 -2.760 3.772
H 3.199 -1.515 3.293
H 1.871 -0.766 2.438
H 3.353 -2.773 0.812
H 4.252 -1.320 1.269
H 2.970 -1.042 -0.777
H 2.469 -0.018 0.362
C 0.211 3.886 4.134
Si 1.171 2.317 3.612
C -0.107 0.930 3.781
C 2.351 1.977 5.087
N 1.802 2.310 2.066
C 2.745 3.148 1.560
C 3.409 4.107 2.344
C 4.382 4.977 1.862
C 4.736 4.910 0.529
C 4.101 3.976 -0.286
C 3.110 3.086 0.154
N 2.500 2.192 -0.682
Si 2.787 2.028 -2.317
C 2.411 3.535 -3.434
C 4.541 1.462 -2.848
C 1.660 0.672 -3.017
H -0.115 3.835 5.175
H -0.674 3.996 3.508
H 0.814 4.784 4.009
H -0.670 1.035 4.711
H 0.353 -0.056 3.779
H -0.828 0.956 2.963
H 1.790 1.841 6.015
H 3.065 2.786 5.240
H 2.924 1.069 4.901
H 3.139 4.166 3.393
H 4.851 5.694 2.530
H 5.491 5.571 0.115
H 4.383 3.934 -1.331
H 3.004 4.406 -3.160
H 1.362 3.811 -3.323
H 2.593 3.315 -4.488
H 5.283 2.235 -2.654
H 4.584 1.208 -3.910
H 4.836 0.582 -2.275
H 0.625 0.841 -2.716
H 1.953 -0.308 -2.652
H 1.691 0.646 -4.108
O -2.628 2.320 0.904
Cl -3.205 1.230 0.167
O -4.635 1.354 0.110
O -2.858 -0.021 0.813
O -2.659 1.221 -1.173
C -6.706 -4.235 -2.264
C -6.347 -2.866 -2.824
N -5.001 -2.445 -2.469
C -4.898 -1.372 -1.483
C -5.243 -1.828 -0.074
C -3.994 -3.007 -3.186
O -4.247 -3.768 -4.125
C -2.558 -2.731 -2.860
C -1.649 -2.802 -3.922
C -0.301 -2.649 -3.675
C 0.112 -2.449 -2.361
N -0.735 -2.397 -1.339
C -2.028 -2.533 -1.586
H -7.747 -4.474 -2.487
H -6.570 -4.260 -1.185
H -6.071 -4.995 -2.714
H -7.030 -2.106 -2.439
H -6.431 -2.883 -3.914
H -5.590 -0.581 -1.789
H -3.915 -0.921 -1.520
H -6.304 -2.066 0.013
H -5.004 -1.036 0.634
H -4.676 -2.720 0.193
H -2.029 -2.982 -4.918
H 0.422 -2.675 -4.480
H 1.154 -2.311 -2.106
H -2.658 -2.508 -0.711
```

(2)
The following is a quantum chemistry calculation of C22H23N3O2 in the gas phase at a distorted geometry, from OMol25.

Properties
**Lowest unoccupied orbital energy**: 0.012 hartree
**Energy relative to the best compared isomer or geometry (same formula, charge and spin)**: 35.38 kcal/mol
**DFT total energy**: -31753.098 eV
**Orbital gap**: 8.9 eV
**Structure (SMILES)**: Cc1ccc(C(=O)NC2CC2)cc1-c1ccc2c(n1)NC(=O)C21CCCC1

The geometry in XYZ format:
```
50
C22H23N3O2 (the ωB97M-V functional and the def2-TZVPD basis)
C 2.587 2.301 2.470
C 1.825 2.694 1.222
C 2.015 4.024 0.796
C 1.289 4.508 -0.278
C 0.436 3.696 -1.028
C -0.231 4.233 -2.258
O -0.118 5.416 -2.550
N -0.856 3.396 -3.166
C -1.472 3.901 -4.387
C -2.893 4.360 -4.286
C -2.534 3.058 -5.010
C 0.290 2.342 -0.640
C 0.975 1.846 0.505
C 0.719 0.394 0.830
C 1.766 -0.494 1.163
C 1.553 -1.835 1.394
C 0.236 -2.261 1.340
C -0.761 -1.368 0.971
N -0.539 -0.086 0.692
N -1.991 -1.987 0.966
C -1.738 -3.337 1.070
O -2.614 -4.160 0.834
C -0.314 -3.663 1.493
C 0.301 -4.708 0.583
C 0.063 -5.990 1.356
C 0.229 -5.637 2.831
C -0.217 -4.179 2.980
H 2.573 3.138 3.165
H 3.612 2.028 2.221
H 2.078 1.462 2.985
H 2.611 4.678 1.388
H 1.447 5.545 -0.563
H -0.881 2.403 -2.950
H -0.843 4.472 -5.064
H -3.237 5.243 -4.831
H -3.408 4.251 -3.314
H -2.524 3.042 -6.112
H -2.723 2.086 -4.533
H -0.301 1.698 -1.293
H 2.762 -0.145 1.118
H 2.367 -2.537 1.603
H -2.728 -1.652 0.378
H -0.206 -4.716 -0.360
H 1.373 -4.557 0.382
H -0.980 -6.315 1.178
H 0.704 -6.827 1.049
H -0.339 -6.314 3.489
H 1.290 -5.706 3.137
H 0.537 -3.623 3.589
H -1.193 -4.119 3.446
```

(3)
The following is a quantum chemistry calculation of CH4N2O in the gas phase at a distorted geometry, from OMol25.

Properties
**Lowest unoccupied orbital energy**: 0.046 hartree
**Energy relative to the best compared isomer or geometry (same formula, charge and spin)**: 122.61 kcal/mol
**DFT total energy**: -6125.191 eV
**Orbital gap**: 10.6 eV
**Structure (SMILES)**: C=NON

The geometry in XYZ format:
```
8
CH4N2O (the ωB97M-V functional and the def2-TZVPD basis)
C 1.038 0.275 -1.285
N -0.070 0.349 -0.817
O -0.173 -0.395 0.375
N -1.145 -0.030 1.390
H 1.237 0.816 -2.193
H 1.802 -0.353 -0.949
H -2.030 -0.627 1.207
H -0.658 -0.035 2.272
```

(4)
The following is a quantum chemistry calculation of a molecular structure, C6H12MnN5O2SSe2Te2, from OMol25.

Properties
**Lowest unoccupied orbital energy (spin up / spin down)**: -0.018 / -0.086 hartree
**2S+1**: 5
**Energy relative to the best compared isomer or geometry (same formula, charge and spin)**: 7.14 kcal/mol
**DFT total energy**: -205398.697 eV
**Orbital gap (spin up / spin down)**: 7.0 / 4.8 eV

The geometry in XYZ format:
```
31
C6H12MnN5O2SSe2Te2 (the ωB97M-V functional and the def2-TZVPD basis)
Mn -0.115 1.197 0.643
N 1.688 1.536 1.589
C 2.852 1.087 0.796
C 2.762 -0.396 0.493
C 1.607 -0.834 -0.410
O 1.556 -1.997 -0.771
O 0.728 0.063 -0.745
H 1.756 2.533 1.794
H 1.668 1.071 2.494
H 3.782 1.306 1.326
H 2.845 1.659 -0.132
H 2.697 -0.981 1.414
H 3.678 -0.718 -0.003
Se -1.430 2.502 2.239
Te -0.224 4.659 2.440
Te 0.008 5.336 -0.170
Se 0.207 3.200 -1.256
C -2.537 -1.684 -2.634
C -2.015 -2.045 -1.297
N -1.716 -3.232 -0.888
N -1.231 -3.048 0.376
C -1.193 -1.768 0.764
S -0.656 -1.088 2.189
N -1.743 -1.124 -0.307
N -1.841 0.265 -0.382
H -2.723 -2.600 -3.189
H -1.801 -1.089 -3.179
H -3.465 -1.115 -2.564
H -0.809 -3.811 0.875
H -1.539 0.554 -1.311
H -2.792 0.562 -0.193
```

(5)
The following is a quantum chemistry calculation of a molecular structure, C37H35BN9P2Rb at a distorted geometry, from OMol25.

Properties
**Lowest unoccupied orbital energy (spin up / spin down)**: -0.105 / -0.242 hartree
**2S+1**: 2
**Energy relative to the best compared isomer or geometry (same formula, charge and spin)**: 22.49 kcal/mol
**DFT total energy**: -72253.487 eV
**Orbital gap (spin up / spin down)**: 7.6 / 3.9 eV
**Charge**: +1

The geometry in XYZ format:
```
85
C37H35BN9P2Rb (the ωB97M-V functional and the def2-TZVPD basis)
Rb 0.615 0.583 -2.306
C 0.542 5.279 -0.823
C 0.413 4.092 -1.565
N 1.187 3.125 -1.090
N 1.855 3.665 -0.052
C 1.478 4.955 0.135
B 2.875 2.865 0.831
N 3.685 1.820 -0.014
C 4.962 1.429 0.218
C 5.295 0.461 -0.705
C 4.125 0.335 -1.476
N 3.159 1.137 -1.047
N 2.120 2.109 1.969
C 2.149 2.218 3.317
C 1.280 1.288 3.839
C 0.758 0.645 2.710
N 1.261 1.133 1.579
N 3.890 3.885 1.347
C 4.653 4.635 0.510
C 5.449 5.440 1.276
C 5.097 5.106 2.600
N 4.160 4.172 2.650
H 0.053 6.228 -0.972
H -0.219 3.899 -2.423
H 1.917 5.551 0.922
H 5.544 1.880 1.008
H 6.240 -0.045 -0.819
H 3.946 -0.311 -2.328
H 2.786 2.948 3.788
H 1.058 1.107 4.878
H 0.030 -0.155 2.670
H 4.566 4.537 -0.562
H 6.175 6.162 0.938
H 5.489 5.511 3.523
C -1.642 -1.600 1.026
N -1.254 -1.249 -0.361
P -2.359 -0.393 -1.390
C -3.900 -1.332 -1.395
C -4.270 -1.977 -2.575
C -5.419 -2.756 -2.622
C -6.205 -2.891 -1.487
C -5.857 -2.234 -0.311
C -4.719 -1.447 -0.266
C -2.686 1.108 -0.466
C -3.947 1.717 -0.507
C -4.162 2.877 0.214
C -3.134 3.438 0.971
C -1.873 2.857 0.991
C -1.644 1.707 0.256
P -0.386 -2.348 -1.304
C -1.330 -3.863 -1.518
C -1.645 -4.679 -0.426
C -2.439 -5.797 -0.619
C -2.892 -6.126 -1.893
C -2.549 -5.340 -2.984
C -1.770 -4.207 -2.796
C 1.087 -2.705 -0.416
C 1.708 -1.652 0.297
C 2.839 -1.902 1.042
C 3.384 -3.184 1.039
C 2.807 -4.220 0.286
C 1.679 -3.986 -0.464
H -1.989 -0.704 1.535
H -0.784 -1.983 1.575
H -2.436 -2.347 1.025
H -3.661 -1.862 -3.464
H -5.702 -3.250 -3.543
H -7.103 -3.497 -1.520
H -6.482 -2.327 0.569
H -4.473 -0.915 0.645
H -4.755 1.281 -1.082
H -5.138 3.344 0.196
H -3.318 4.342 1.537
H -1.058 3.300 1.551
H -0.645 1.288 0.268
H -1.273 -4.448 0.564
H -2.695 -6.421 0.228
H -3.505 -7.007 -2.035
H -2.890 -5.604 -3.976
H -1.508 -3.588 -3.646
H 1.333 -0.639 0.268
H 3.299 -1.092 1.596
H 4.282 -3.382 1.611
H 3.251 -5.206 0.291
H 1.233 -4.785 -1.042
```

(6)
The following is a quantum chemistry calculation of C4H8N2O in the gas phase, from OMol25.

Properties
**Lowest unoccupied orbital energy**: 0.037 hartree
**Energy relative to the best compared isomer or geometry (same formula, charge and spin)**: 28.83 kcal/mol
**DFT total energy**: -9305.143 eV
**Orbital gap**: 10.6 eV
**Structure (SMILES)**: C[C@@]1(C(N)=O)CN1

The geometry in XYZ format:
```
15
C4H8N2O (the ωB97M-V functional and the def2-TZVPD basis)
C 1.642 -0.135 -0.086
C 0.143 -0.033 -0.200
C -0.458 1.086 0.635
N -1.241 0.625 1.635
O -0.216 2.257 0.398
C -0.587 -0.366 -1.437
N -0.638 -1.270 -0.281
H 2.054 -0.808 -0.845
H 2.099 0.851 -0.195
H 1.910 -0.528 0.903
H -1.393 -0.371 1.644
H -1.772 1.254 2.218
H -1.523 0.146 -1.644
H -0.010 -0.649 -2.315
H -0.009 -2.059 -0.429
```

(7)
The following is a quantum chemistry calculation of a molecular structure, C28H35B2Cl5F4N12O7Y, from OMol25.

Properties
**Lowest unoccupied orbital energy (spin up / spin down)**: -0.171 / -0.221 hartree
**Energy relative to the best compared isomer or geometry (same formula, charge and spin)**: 88.82 kcal/mol
**DFT total energy**: -137695.360 eV
**Orbital gap (spin up / spin down)**: 6.8 / 5.4 eV
**Charge**: +1

The geometry in XYZ format:
```
94
C28H35B2Cl5F4N12O7Y (the ωB97M-V functional and the def2-TZVPD basis)
Y 0.379 -1.249 -0.337
C 0.655 -5.008 -3.446
C 0.495 -3.625 -2.922
N 0.817 -3.246 -1.742
O 1.316 -4.244 -0.938
B 2.778 -4.203 -0.579
F 2.985 -5.331 0.180
F 3.518 -4.129 -1.750
O 3.125 -3.037 0.309
N 2.802 -1.853 -0.290
C 3.717 -1.294 -0.984
C 5.118 -1.774 -1.119
C 3.263 -0.094 -1.755
N 1.995 0.013 -1.870
O 1.526 1.118 -2.560
B 1.310 0.909 -3.963
F 2.245 0.180 -4.602
F 0.741 1.947 -4.564
O -0.093 -0.263 -3.923
N 0.246 -1.389 -3.524
C -0.089 -2.577 -3.803
C -1.051 -2.876 -4.909
C 4.270 0.837 -2.335
H 1.354 -5.565 -2.831
H 1.005 -4.984 -4.478
H -0.312 -5.517 -3.429
H 5.312 -2.562 -0.399
H 5.818 -0.951 -0.976
H 5.273 -2.183 -2.120
H -0.926 -2.169 -5.726
H -2.058 -2.763 -4.496
H -0.922 -3.890 -5.277
H 4.852 1.290 -1.529
H 3.800 1.617 -2.923
H 4.964 0.281 -2.965
N -1.443 -0.465 1.232
C -2.846 -0.929 1.114
C -3.431 -0.687 -0.277
C -2.615 -1.285 -1.417
O -3.077 -2.072 -2.217
O -1.370 -0.865 -1.446
H -1.164 -0.431 2.208
H -1.410 0.500 0.894
H -3.471 -0.419 1.852
H -2.876 -1.992 1.350
H -3.498 0.390 -0.461
H -4.436 -1.105 -0.315
C -2.368 2.673 3.764
C -3.262 3.476 2.829
N -2.716 4.786 2.497
C -2.726 5.804 3.551
C -1.324 6.199 3.988
C -2.467 5.221 1.230
O -2.292 6.397 0.962
C -2.304 4.186 0.155
C -2.936 4.328 -1.073
C -2.702 3.379 -2.056
C -1.834 2.332 -1.786
N -1.189 2.206 -0.624
C -1.430 3.123 0.310
H -2.843 1.722 4.012
H -2.192 3.208 4.698
H -1.397 2.471 3.307
H -4.239 3.624 3.299
H -3.440 2.926 1.907
H -3.290 5.394 4.390
H -3.260 6.680 3.180
H -0.778 5.338 4.377
H -1.374 6.956 4.770
H -0.773 6.615 3.145
H -3.590 5.173 -1.246
H -3.181 3.452 -3.023
H -1.637 1.563 -2.523
H -0.884 3.010 1.245
N 1.802 2.423 3.774
N 1.724 2.001 2.462
N 2.249 2.690 1.475
C 1.832 1.997 0.423
N 1.091 0.944 0.789
N 1.017 0.979 2.111
H 2.536 3.121 3.821
H 1.991 1.623 4.366
H 2.021 2.285 -0.596
Cl -1.745 -4.058 0.000
C -0.439 -4.358 1.069
C 0.328 -3.225 1.461
C 1.240 -3.394 2.512
Cl 2.018 -2.003 3.159
C 1.657 -4.652 2.861
Cl 3.005 -4.904 3.874
C 0.987 -5.794 2.303
Cl 1.508 -7.334 2.724
C -0.088 -5.641 1.415
Cl -0.893 -6.999 0.770
```

(8)
The following is a quantum chemistry calculation of C5H8O3 in the gas phase at a distorted geometry, from OMol25.

Properties
**Lowest unoccupied orbital energy**: 0.030 hartree
**Energy relative to the best compared isomer or geometry (same formula, charge and spin)**: 85.83 kcal/mol
**DFT total energy**: -11453.797 eV
**Orbital gap**: 10.4 eV
**Structure (SMILES)**: O=CO[C@H]1C[C@@H](O)C1

The geometry in XYZ format:
```
16
C5H8O3 (the ωB97M-V functional and the def2-TZVPD basis)
O 0.964 1.561 0.107
C 1.915 0.801 -0.083
O 1.725 -0.524 -0.053
C 0.327 -1.092 0.180
C -0.461 -0.644 -1.072
C -1.369 0.104 -0.139
O -1.448 1.424 -0.168
C -0.570 -0.414 1.182
H 3.017 1.089 -0.213
H 0.349 -2.174 0.154
H 0.320 0.216 -1.446
H -0.490 -1.282 -1.945
H -2.496 -0.149 -0.382
H -0.569 1.652 0.127
H -0.062 0.341 1.812
H -1.153 -0.909 1.939
```

(9)
The following is a quantum chemistry calculation of 2 unconnected molecules or ions with the total composition C39H43Cl2N3O2 at a distorted geometry, from OMol25.

Properties
**Lowest unoccupied orbital energy**: -0.073 hartree
**DFT total energy**: -74748.660 eV
**Orbital gap**: 4.1 eV

The geometry in XYZ format:
```
89
C39H43Cl2N3O2 (the ωB97M-V functional and the def2-TZVPD basis)
C 2.871 1.688 -0.760
C 2.473 2.264 0.594
C 2.967 3.696 0.730
C 2.926 1.354 1.736
C 4.228 1.413 2.227
C 4.656 0.516 3.207
C 3.782 -0.448 3.710
C 2.476 -0.539 3.237
C 1.537 -1.628 3.776
C 1.203 -1.410 5.253
C 2.082 -3.037 3.513
C 2.068 0.373 2.253
N 0.710 0.315 1.760
N 0.411 -0.348 0.626
N -0.912 -0.076 0.411
C -1.641 -0.846 -0.582
C -2.222 -2.072 -0.225
C -1.970 -2.676 1.151
C -0.685 -3.502 1.115
C -3.168 -3.455 1.701
C -2.944 -2.779 -1.187
C -3.062 -2.293 -2.488
C -2.436 -1.099 -2.844
C -1.715 -0.366 -1.901
C -0.981 0.908 -2.327
C -1.863 1.869 -3.130
C 0.304 0.561 -3.083
C -1.436 0.685 1.457
C -2.838 0.973 1.582
C -3.458 0.905 2.855
C -4.832 1.106 2.966
C -5.592 1.453 1.847
C -4.989 1.527 0.586
C -3.630 1.268 0.446
C -0.395 0.994 2.319
C -0.280 1.897 3.351
H 2.507 0.658 -0.869
H 2.451 2.295 -1.572
H 3.966 1.685 -0.866
H 1.378 2.303 0.652
H 2.632 4.130 1.681
H 4.062 3.751 0.668
H 2.537 4.316 -0.067
H 4.910 2.163 1.823
H 5.680 0.571 3.581
H 4.115 -1.154 4.475
H 0.606 -1.522 3.208
H 0.780 -0.406 5.392
H 0.462 -2.145 5.594
H 2.098 -1.504 5.885
H 2.269 -3.181 2.440
H 3.023 -3.216 4.051
H 1.358 -3.800 3.831
H -1.802 -1.836 1.837
H 0.151 -2.872 0.778
H -0.438 -3.904 2.107
H -0.782 -4.347 0.414
H -4.068 -2.827 1.685
H -3.367 -4.368 1.122
H -2.981 -3.746 2.743
H -3.409 -3.729 -0.915
H -3.637 -2.854 -3.230
H -2.503 -0.724 -3.868
H -0.697 1.417 -1.397
H -2.809 2.065 -2.608
H -1.345 2.830 -3.257
H -2.092 1.468 -4.128
H 0.912 -0.146 -2.502
H 0.077 0.099 -4.055
H 0.905 1.463 -3.260
H -2.827 0.678 3.716
H -5.309 1.009 3.942
H -6.657 1.671 1.951
H -5.576 1.797 -0.293
H -3.138 1.306 -0.529
H -1.192 2.294 3.772
H 0.702 2.157 3.719
Cl -0.742 8.275 6.215
C -0.665 7.011 5.062
C 0.471 6.738 4.391
C 0.554 5.775 3.294
O 1.612 5.604 2.675
C -0.733 5.111 2.927
Cl -0.719 4.202 1.464
C -1.892 5.425 3.554
C -1.982 6.428 4.631
O -3.060 6.793 5.103
H 1.391 7.253 4.662
H -2.810 4.965 3.210
```

(10)
The following is a quantum chemistry calculation of 2 unconnected molecules or ions with the total composition C5H6N at a distorted geometry, from OMol25.

Properties
**Lowest unoccupied orbital energy (spin up / spin down)**: -0.218 / -0.258 hartree
**Energy relative to the best compared isomer or geometry (same formula, charge and spin)**: 157.82 kcal/mol
**DFT total energy**: -6758.334 eV
**Orbital gap (spin up / spin down)**: 8.6 / 7.8 eV
**Charge**: +1

The geometry in XYZ format:
```
12
C5H6N (the ωB97M-V functional and the def2-TZVPD basis)
C -1.802 0.644 0.155
C -1.799 -0.728 0.025
C 2.419 -0.087 0.157
C -0.444 1.103 0.068
C -0.485 -1.059 -0.295
N 0.281 0.087 -0.207
H -2.483 1.303 0.486
H -2.676 -1.210 -0.150
H 2.586 -0.533 -0.822
H 2.921 0.594 0.804
H -0.064 2.200 0.147
H -0.132 -2.064 -0.613
```